# 1
Density functional theory data (ωB97M-V/def2-TZVPD) for a molecular structure, C35H55N11O4PSn.

Computed properties:
LUMO (eV): -2.17
Energy above the lowest of the compared OMol25 structures with the same formula, charge and spin (kcal/mol): 48.9
Orbital gap (Eh): 0.2517
Total charge: +1

Geometry as XYZ:
```
107
Properties=species:S:1:pos:R:3:forces:R:3:lowdin_charge:R:1
Sn -0.19259 0.50817 0.09936 0.4 0.7 0.2 1.421
C -1.77771 -2.74627 -6.46846 0.0 0.0 0.0 -0.077
C -0.66126 -1.92330 -6.51134 0.0 0.0 0.0 -0.066
C -0.32811 -1.14750 -5.41233 0.0 0.1 0.0 -0.025
C -1.11175 -1.17698 -4.26611 -0.1 -0.2 0.0 -0.260
C -2.23412 -1.99556 -4.22777 0.0 0.0 0.0 -0.033
C -2.56115 -2.77972 -5.32499 0.0 0.0 0.0 -0.066
N -0.73287 -0.30923 -3.17704 0.0 0.0 -0.1 -0.096
C -0.51016 2.26378 -3.11837 0.1 0.0 0.2 -0.180
C 1.67436 3.35500 -3.66176 -0.1 0.0 -0.1 -0.038
C 1.24101 4.61292 -3.51420 0.1 0.1 0.0 -0.078
C 0.07126 5.15900 -2.81906 -0.1 -0.1 0.1 -0.066
C -0.84817 4.52578 -2.07131 0.0 0.1 0.0 -0.028
C -0.91636 3.07895 -1.92443 0.1 -0.2 0.1 -0.267
N -1.34815 2.49001 -0.85026 0.2 0.1 -0.2 -0.050
N -1.82390 3.31157 0.11208 -0.3 -0.1 0.0 -0.038
C -2.32316 2.68205 1.19268 -0.1 -0.1 0.0 -0.395
C -2.98760 3.49301 2.15135 0.0 0.0 0.0 -0.022
C -3.52113 2.92795 3.27222 0.0 -0.1 0.0 -0.070
C -3.40203 1.54146 3.46622 0.0 0.0 0.0 -0.078
C -2.72677 0.82624 2.51408 0.0 -0.2 0.1 -0.178
N -2.18280 1.35211 1.40170 0.0 0.1 -0.2 -0.022
H -2.03636 -3.35793 -7.32147 0.0 0.0 0.0 0.107
H -0.04065 -1.89367 -7.39653 0.0 0.0 0.0 0.109
H 0.54262 -0.50335 -5.43621 0.0 0.0 0.0 0.110
H -2.86760 -2.02510 -3.34927 0.0 0.0 0.0 0.112
H -3.43849 -3.41186 -5.28745 0.0 0.0 0.0 0.109
H 2.63086 3.22132 -4.15530 0.0 0.0 0.0 0.108
H 1.88380 5.37789 -3.93602 0.0 0.0 0.0 0.103
H -0.00114 6.23924 -2.86251 0.0 0.0 0.0 0.103
H -1.57537 5.10701 -1.51940 0.0 0.0 0.0 0.108
H -3.06720 4.55162 1.94838 0.0 0.0 0.0 0.110
H -4.03824 3.53900 4.00064 0.0 0.0 0.0 0.109
H -3.81592 1.04682 4.33223 0.0 0.0 0.0 0.099
H -2.59634 -0.24259 2.64209 0.0 0.1 0.0 0.046
C 2.89212 1.04277 -1.99150 -0.2 0.0 0.1 -0.188
C 2.72063 -0.40285 -2.42109 -0.1 0.0 0.1 -0.198
N 1.84385 -1.11338 -1.50017 0.0 -0.2 0.0 -0.075
C 1.08925 -2.21394 -2.08761 0.0 0.1 0.0 -0.187
C -0.37708 -2.17375 -1.68756 0.1 -0.2 0.0 -0.205
N -0.97163 -0.84078 -1.86845 -0.2 -0.1 -0.5 -0.155
C -1.37789 1.00037 -3.30317 0.0 0.0 0.0 -0.091
C 1.01454 2.09356 -3.16663 0.0 0.1 0.0 -0.284
N 1.59480 1.72316 -1.85670 -0.2 0.0 0.1 -0.028
H 3.36628 1.05834 -1.01510 0.1 0.0 0.1 0.088
H 3.55246 1.55542 -2.70002 0.0 0.0 0.0 0.120
H 2.26104 -0.44245 -3.40976 0.0 0.0 0.0 0.097
H 3.71388 -0.86028 -2.51089 0.0 0.0 0.0 0.127
H 2.36197 -1.42603 -0.68769 -0.1 0.1 0.0 0.090
H 1.15053 -2.14607 -3.17431 0.0 -0.1 0.0 0.104
H 1.49076 -3.19155 -1.80536 0.0 0.0 0.0 0.126
H -0.90632 -2.93703 -2.26720 0.0 0.1 0.1 0.118
H -0.49150 -2.42538 -0.63604 0.0 0.0 0.1 0.058
H -1.97921 -0.91334 -1.70439 -0.1 -0.1 -0.1 0.109
H -1.81185 1.04093 -4.30159 0.1 0.0 0.0 0.135
H -2.21352 1.05808 -2.59749 -0.1 0.0 -0.1 0.119
H 1.23243 1.27683 -3.85620 0.0 0.0 0.0 0.124
H -0.73256 2.89875 -3.97862 -0.1 0.0 0.0 0.149
H 1.74264 2.59133 -1.34374 -0.1 -0.1 0.0 0.116
C 4.06465 1.97384 1.44084 0.0 0.0 0.0 -0.011
C 3.70206 0.58622 1.84049 0.0 0.0 0.0 -0.408
N 2.60961 -0.06047 1.50527 0.1 0.0 -0.1 0.060
C 2.72923 -1.32100 2.05170 0.0 0.0 0.0 -0.156
C 3.90281 -1.42698 2.73095 0.0 -0.1 0.0 -0.084
N 4.51340 -0.20471 2.58878 0.1 0.0 0.1 0.100
H 3.17175 2.48385 1.08722 0.0 0.0 0.0 0.065
H 4.80993 1.96995 0.64297 0.0 0.0 0.0 0.082
H 4.47795 2.53508 2.27931 0.0 0.0 0.0 0.080
H 1.95844 -2.06360 1.92523 0.0 -0.1 0.0 0.068
H 4.34677 -2.23450 3.28322 0.0 0.0 0.0 0.111
H 5.41017 0.05605 2.96340 0.0 0.0 0.0 0.159
C 0.47165 -2.79373 4.92523 -0.1 0.0 0.0 -0.068
C -0.88471 -2.19465 4.61203 0.1 0.1 0.1 -0.289
O -1.52265 -2.86638 3.51827 0.0 -0.1 -0.1 -0.301
P -1.18257 -2.41941 1.99146 0.0 -0.1 0.1 0.792
O 0.03261 -3.39109 1.55938 0.0 0.1 0.0 -0.358
C -0.02955 -4.82752 1.69080 0.0 -0.1 0.0 -0.269
C 1.38669 -5.35288 1.70240 -0.1 0.1 0.0 -0.066
O -2.39198 -3.20773 1.25556 0.1 -0.1 -0.1 -0.299
C -3.67382 -2.58605 1.08910 -0.1 0.0 0.0 -0.293
C -4.55397 -2.74671 2.30970 0.0 0.0 0.0 -0.069
H 0.87096 -2.35113 5.83805 0.0 0.0 0.0 0.083
H 1.17641 -2.60775 4.11472 0.0 0.0 0.0 0.047
H 0.38083 -3.87006 5.07433 0.0 0.0 0.0 0.085
H -0.79581 -1.12605 4.38667 0.0 0.0 0.0 0.102
H -1.56185 -2.30546 5.45840 0.0 0.0 0.0 0.120
H -0.60025 -5.22433 0.84967 0.0 0.0 0.0 0.118
H -0.55780 -5.07968 2.61173 0.0 0.0 0.0 0.114
H 1.91339 -5.04596 0.79818 0.0 0.0 0.0 0.074
H 1.38461 -6.44101 1.75032 0.0 0.0 0.0 0.083
H 1.92961 -4.96704 2.56560 0.0 0.0 0.0 0.073
H -4.12094 -3.08136 0.22671 0.0 0.0 0.0 0.118
H -3.53707 -1.52607 0.84387 0.0 0.0 0.0 0.093
H -4.67699 -3.80080 2.55266 0.0 0.0 0.0 0.086
H -5.53549 -2.31806 2.10819 0.0 0.0 0.0 0.084
H -4.12609 -2.24233 3.17480 0.0 0.0 0.0 0.063
C 1.73647 2.60928 4.14255 0.0 0.0 0.0 -0.059
N 1.23170 3.69247 3.32426 0.1 0.0 0.1 0.033
C 0.68146 3.49209 2.10228 -0.2 0.6 0.1 -0.604
N 0.22320 4.58022 1.43226 0.6 0.2 0.4 0.188
O 0.61432 2.36381 1.60733 0.2 -0.6 -0.3 -0.166
H 1.28988 2.64350 5.13586 0.0 0.0 0.0 0.086
H 2.82238 2.65778 4.24604 0.0 0.0 0.0 0.076
H 1.47203 1.67035 3.66309 0.0 0.0 0.0 0.076
H 1.28344 4.62926 3.68757 0.0 0.0 -0.1 0.138
H 0.08383 5.43875 1.93722 0.0 0.0 0.0 0.106
H -0.47313 4.35144 0.72418 -0.3 0.0 -0.1 0.048
```
Forces are in eV/Å.



# 2
Density functional theory data (ωB97M-V/def2-TZVPD) for a molecular structure, C35H55N4OP2V in a non-equilibrium geometry.

Computed properties:
LUMO (spin up / spin down) (eV): -3.29 / -3.42
Orbital gap (spin up / spin down) (Eh): 0.2412 / 0.2445
Total charge: +1
2S+1: 4

Geometry as XYZ:
```
98
Properties=species:S:1:pos:R:3:forces:R:3:mulliken_spin:R:1
C -0.11758 2.27180 -1.39512 0.8 -0.5 -0.4 -0.001
C 1.51341 0.56738 -1.67985 -0.6 0.8 -0.1 0.018
C 0.49777 3.05390 -2.37823 0.1 -0.2 0.1 -0.001
C 2.17377 1.33175 -2.65854 -0.2 -0.1 0.2 0.005
C 1.65030 2.57288 -3.02333 -0.3 -0.1 0.3 0.008
H 0.08677 4.03749 -2.62114 0.2 -0.4 0.1 0.001
H 3.08294 0.94040 -3.12372 -0.3 0.2 0.2 0.000
H 2.14194 3.17544 -3.79367 -0.2 -0.2 0.3 0.000
N 0.37065 1.03400 -1.08907 0.1 0.4 -0.7 -0.082
P -1.22707 2.01625 1.15549 -0.5 1.7 0.3 0.011
P 0.61765 -1.92213 -0.77343 1.0 -0.6 -0.8 0.088
C -1.29325 2.75832 -0.58228 -0.3 -0.1 0.2 0.021
H -1.35545 3.85971 -0.60974 0.0 -0.5 0.1 0.003
H -2.23278 2.35256 -1.00428 0.4 0.4 0.1 0.007
C -1.21997 -1.14409 2.01497 -1.3 -2.9 5.0 0.114
O -1.59356 -1.74935 2.95206 1.2 2.2 -3.2 0.185
C 2.05398 -0.70804 -1.10845 -0.3 -0.2 0.1 0.077
H 2.86704 -1.10686 -1.73115 -0.3 0.1 0.2 -0.001
C 1.41071 -3.44165 0.11167 -0.3 0.1 -0.1 -0.037
C 0.00102 -2.45591 -2.50962 0.2 0.2 0.1 0.003
C 0.03379 3.09152 2.11425 0.0 -0.2 -0.4 -0.013
C -2.98001 2.33763 1.85552 0.3 -0.1 0.0 0.015
C 1.09544 -3.35406 1.62196 0.1 0.0 0.1 0.063
H 0.08338 -3.73103 1.83274 0.3 0.1 -0.1 0.004
H 1.81987 -3.99376 2.16094 -0.4 0.2 -0.1 -0.001
H 1.15986 -2.33159 2.01574 0.2 -0.3 -0.1 0.011
C 0.78156 -4.76022 -0.38417 0.0 -0.1 -0.1 -0.008
H -0.30199 -4.79229 -0.18170 0.4 0.0 -0.1 0.000
H 0.95304 -4.94820 -1.45547 0.0 0.1 0.4 0.001
H 1.24925 -5.59024 0.17696 -0.2 0.3 -0.2 0.000
C 2.93531 -3.48082 -0.10157 0.2 -0.1 -0.1 -0.002
H 3.29217 -4.51938 0.03137 -0.1 0.4 0.0 -0.001
H 3.23386 -3.14875 -1.10859 -0.1 -0.3 0.4 -0.001
H 3.45592 -2.85578 0.63852 -0.2 -0.2 -0.4 0.001
C -1.18248 -3.44010 -2.36128 -0.4 0.1 0.1 -0.001
H -1.63802 -3.36662 -1.36224 0.0 -0.2 -0.4 -0.003
H -1.95559 -3.16647 -3.10384 0.2 -0.3 0.4 0.001
H -0.89948 -4.48452 -2.54639 -0.1 0.4 0.2 0.000
C -0.53783 -1.20877 -3.24727 -0.1 0.3 0.0 0.058
H -1.07650 -0.52913 -2.57056 0.3 -0.3 -0.4 -0.005
H 0.26155 -0.64710 -3.75384 -0.3 -0.1 0.3 0.000
H -1.24914 -1.55167 -4.02133 0.4 0.2 0.2 0.001
C 1.11878 -3.07124 -3.37456 0.2 -0.6 -0.2 -0.003
H 2.10758 -3.02131 -2.89202 -0.3 0.0 -0.3 -0.001
H 0.88957 -4.13929 -3.54926 0.3 0.5 0.0 0.000
H 1.18680 -2.58075 -4.36168 0.0 -0.2 0.4 0.000
C -3.04032 1.76951 3.28952 0.0 0.1 0.1 0.001
H -4.03421 1.99366 3.71937 0.4 -0.1 -0.2 0.000
H -2.91265 0.67367 3.28687 0.0 0.4 0.1 -0.007
H -2.28222 2.21114 3.95512 -0.2 -0.1 -0.2 0.001
C -4.00834 1.56571 1.00677 -0.1 0.0 0.0 0.040
H -3.90111 1.76379 -0.07172 -0.2 0.1 0.5 0.000
H -3.93024 0.48017 1.16643 -0.1 0.4 0.0 0.004
H -5.02052 1.89351 1.30956 0.4 -0.2 -0.1 0.000
C -3.37278 3.82967 1.82851 -0.2 0.2 -0.2 -0.001
H -2.93554 4.34405 0.95535 -0.3 -0.1 0.4 -0.001
H -4.47233 3.90410 1.73343 0.5 0.0 0.1 0.000
H -3.07928 4.37406 2.73602 -0.1 -0.3 -0.4 0.001
C 1.20245 3.35776 1.14556 0.1 0.1 -0.1 0.025
H 0.94037 4.09960 0.37247 0.1 -0.2 0.2 0.000
H 2.05492 3.76199 1.72178 -0.4 -0.1 -0.2 0.001
H 1.53297 2.42781 0.66180 0.0 0.3 0.2 -0.006
C 0.55831 2.22094 3.27911 0.1 0.2 0.5 0.041
H 1.58908 1.88811 3.06344 -0.6 -0.1 0.2 0.007
H 0.56677 2.83018 4.20347 0.0 -0.3 -0.4 -0.001
H -0.07663 1.33978 3.46261 0.4 0.2 0.0 0.004
C -0.47293 4.45146 2.62583 -0.1 0.2 -0.1 0.002
H -0.94987 5.04377 1.82517 0.2 -0.2 0.4 0.000
H -1.17952 4.35951 3.46557 0.3 0.0 -0.3 0.001
H 0.39661 5.03058 2.99008 -0.3 -0.3 -0.1 -0.001
V -0.53441 -0.19722 0.48035 1.6 0.7 -0.9 2.502
N 1.52949 -0.04102 1.18674 0.2 -0.5 -1.0 -0.056
C 2.46948 -0.28349 0.36528 -0.8 0.2 0.8 -0.100
C 3.97549 -0.06482 0.70808 -0.1 0.0 -0.1 0.014
C 4.93927 -0.47633 -0.42161 0.0 0.0 -0.2 0.002
C 4.18210 1.43956 0.99506 0.0 0.1 -0.1 0.002
C 4.30747 -0.85176 1.99526 0.1 -0.2 0.2 0.006
H 4.84592 -1.54328 -0.68843 0.1 0.4 0.1 0.000
H 4.77603 0.12417 -1.33404 0.1 -0.2 0.3 0.000
H 5.98200 -0.30764 -0.09834 -0.4 0.0 -0.1 0.000
H 3.57663 1.74185 1.86326 0.2 -0.1 -0.3 0.000
H 5.24660 1.64413 1.21288 -0.4 -0.1 -0.1 -0.001
H 3.88165 2.05531 0.12904 0.1 -0.2 0.3 0.001
H 5.24398 -1.42399 1.86311 -0.3 0.3 0.2 0.000
H 4.43171 -0.14879 2.83526 0.0 -0.5 -0.2 0.000
H 3.50662 -1.56420 2.25629 0.4 0.4 0.0 0.000
N -5.64732 0.69439 -3.80752 0.5 -0.5 0.7 -0.004
C -5.07456 0.12338 -2.98092 -0.2 0.6 -0.7 0.001
C -4.36826 -0.58018 -1.94294 0.5 0.1 0.3 -0.004
C -4.94235 -1.71731 -1.39490 -0.2 -0.2 -0.1 0.016
C -4.26298 -2.39817 -0.41068 0.4 0.2 0.1 -0.009
C -3.04108 -1.91353 0.04311 -0.7 1.2 -1.4 0.109
N -2.45583 -0.75064 -0.43452 -1.7 -0.8 -1.1 -0.168
C -3.12533 -0.11903 -1.46255 -0.7 -2.2 1.3 0.087
H -5.89829 -2.09210 -1.74134 0.0 0.2 -0.1 0.000
H -4.67414 -3.30991 0.00668 0.1 0.1 0.0 -0.001
H -2.58319 -2.54325 0.77911 0.7 0.4 0.3 -0.014
H -2.72474 0.72943 -1.95862 0.7 0.6 0.1 -0.029
```
Forces are in eV/Å.